Entry 1:
Here is C38H49AsBF9N6O7SSi2Zr as an isolated structure from OMol25. Energies are from ωB97M-V/def2-TZVPD.

CARTESIAN COORDINATES (ANGSTROEM)
1 Zr -0.9183 0.1012 -0.8206
2 C -5.3179 0.8706 -0.5967
3 C -4.2742 1.1827 0.4765
4 C -4.9157 1.9760 1.6173
5 C -3.6577 -0.0769 0.9891
6 C -4.3467 -1.0835 1.6793
7 C -3.3845 -2.0087 1.9929
8 N -2.1992 -1.5808 1.5250
9 N -2.3648 -0.3999 0.8966
10 B -0.8913 -2.1172 2.1405
11 N 0.0794 -2.8393 1.1837
12 C 0.1798 -4.1824 1.2383
13 C 1.3270 -4.5568 0.5933
14 C 1.8978 -3.3504 0.1570
15 N 1.1224 -2.3254 0.5041
16 C 3.2281 -3.3219 -0.5424
17 C 3.0477 -3.7379 -2.0059
18 C 3.9529 -1.9887 -0.4243
19 N -0.2217 -0.9916 2.9232
20 C 0.7775 -1.1703 3.8098
21 C 0.9391 0.0059 4.5026
22 C -0.0293 0.8669 3.9583
23 N -0.7194 0.2404 3.0179
24 C -0.2773 2.2906 4.3482
25 C -1.7542 2.6304 4.1818
26 C 0.6020 3.2136 3.4995
27 H -5.6995 1.7980 -1.0204
28 H -6.1502 0.3055 -0.1714
29 H -4.8533 0.2941 -1.3938
30 H -3.4954 1.8087 0.0243
31 H -5.7788 1.4432 2.0209
32 H -5.2363 2.9448 1.2381
33 H -4.1900 2.1423 2.4078
34 H -5.3929 -1.1159 1.9055
35 H -3.4699 -2.9336 2.5258
36 H -1.2274 -2.9579 2.9363
37 H -0.5696 -4.7759 1.7227
38 H 1.7069 -5.5480 0.4481
39 H 3.8418 -4.0975 -0.0553
40 H 2.4019 -3.0322 -2.5145
41 H 2.5875 -4.7235 -2.0660
42 H 4.0078 -3.7635 -2.5232
43 H 3.3198 -1.1767 -0.7598
44 H 4.8634 -1.9866 -1.0223
45 H 4.2222 -1.7975 0.6102
46 H 1.2905 -2.1097 3.8938
47 H 1.6430 0.2334 5.2793
48 H 0.0152 2.4154 5.4022
49 H -2.0247 2.4350 3.1488
50 H -1.9514 3.6772 4.4194
51 H -2.3607 2.0003 4.8311
52 H 0.3788 4.2620 3.7008
53 H 0.4415 3.0126 2.4406
54 H 1.6523 3.0378 3.7238
55 O -2.0384 3.4525 1.1312
56 As -0.9937 2.9065 -0.3143
57 O 0.0231 4.1793 -0.3198
58 O -0.2927 1.5074 0.3492
59 C -2.4739 2.8047 -1.5470
60 C -3.2173 3.9535 -1.7165
61 C -4.2273 4.0315 -2.6592
62 C -4.4122 2.9298 -3.5104
63 C -3.6412 1.8139 -3.4295
64 C -2.5446 1.6730 -2.4645
65 S -0.7695 1.8585 -3.3927
66 O -0.6430 3.3243 -3.2660
67 O 0.0524 1.1562 -2.2040
68 O -2.4264 0.4010 -1.8985
69 H -1.4304 3.9054 1.7221
70 H -2.9984 4.7919 -1.0580
71 H -4.8421 4.9159 -2.7542
72 H -5.1992 2.9695 -4.2588
73 H -3.7912 0.9792 -4.1025
74 C 1.9720 -0.4517 -3.0697
75 Si 2.2875 1.2885 -2.2822
76 C 2.1960 2.8330 -3.4160
77 C 4.2166 1.1308 -2.1436
78 C 5.2230 0.8393 -3.0422
79 C 6.5265 0.6812 -2.5957
80 C 6.8110 0.8251 -1.2489
81 C 5.8050 1.1438 -0.3444
82 C 4.5030 1.2950 -0.7822
83 Si 2.7731 1.6734 0.0132
84 C 2.4589 0.4894 1.4838
85 C 2.9528 3.4545 0.7257
86 H 2.9002 -0.9935 -3.2232
87 H 1.4532 -0.3759 -4.0220
88 H 1.3380 -1.0241 -2.3854
89 H 3.1577 3.3396 -3.4406
90 H 1.4573 3.5235 -3.0184
91 H 1.9007 2.6024 -4.4383
92 H 4.9935 0.7190 -4.0957
93 H 7.3158 0.4305 -3.2988
94 H 7.8293 0.6805 -0.9028
95 H 6.0513 1.2492 0.7052
96 H 3.3749 0.1275 1.9439
97 H 1.8855 -0.3765 1.1581
98 H 1.8817 0.9907 2.2489
99 H 3.5742 4.0694 0.0825
100 H 3.3951 3.4607 1.7193
101 H 1.9732 3.9196 0.7721
102 F -0.3531 -4.6460 -1.6573
103 C -0.8192 -3.9590 -2.6903
104 F -1.6673 -4.7934 -3.3301
105 F 0.2010 -3.7511 -3.5225
106 C -1.5010 -2.6214 -2.2612
107 O -0.7411 -1.9003 -1.4557
108 C -1.8418 -1.8469 -3.5837
109 F -1.6999 -2.5975 -4.6963
110 F -3.0850 -1.3841 -3.6412
111 F -0.9865 -0.8304 -3.7100
112 C -2.8393 -2.9890 -1.5764
113 F -2.6801 -3.8802 -0.5949
114 F -3.3866 -1.9027 -1.0388
115 F -3.7553 -3.5236 -2.4044

Its HOMO-LUMO gap is 5.81 eV. Its highest occupied orbital energy is -1.553 eV. Its charge is -2. The electronic energy is -177325.496 eV.

Atom charges from the Mulliken analysis, given in e for atoms 1 to 6:
1. Zr -0.868
2. C -1.837
3. C 2.598
4. C -1.689
5. C -0.725
6. C -1.104

---

Entry 2:
Here is a 2-piece molecular cluster, C3H7P overall from OMol25. Energies are from ωB97M-V/def2-TZVPD.

CARTESIAN COORDINATES (ANGSTROEM)
1 C -0.7900 0.1502 -0.4855
2 C -1.7301 -0.7461 0.3061
3 C 3.3276 0.9534 0.2719
4 P 3.4799 -0.5491 -0.0624
5 H -1.2349 0.4289 -1.4385
6 H -1.8970 -1.6836 -0.2206
7 H -2.6927 -0.2626 0.4527
8 H -1.3078 -0.9736 1.2821
9 H -0.5698 1.0601 0.0682
10 H 3.2629 1.9801 0.5113
11 H 0.1519 -0.3579 -0.6853

Its HOMO-LUMO gap is 10.73 eV. Its highest occupied orbital energy is -10.217 eV. As for the SMILES: C#P.CC. The electronic energy is -12511.188 eV.

Atom charges from the Mulliken analysis, given in e for atoms 1 to 6:
1. C -0.673
2. C -0.849
3. C -0.047
4. P -0.348
5. H 0.280
6. H 0.270

---

Entry 3:
Here is C29H34N5O3 as an isolated structure from OMol25. Energies are from ωB97M-V/def2-TZVPD.

CARTESIAN COORDINATES (ANGSTROEM)
1 C 3.3387 -4.3979 0.0770
2 N 2.3233 -3.7228 0.8493
3 C 2.5247 -3.4021 2.1670
4 O 3.5162 -3.6891 2.8176
5 C 1.2859 -2.6655 2.6685
6 C 1.5424 -1.2557 3.1766
7 C 2.4342 -1.2008 4.3904
8 C 3.5614 -0.3725 4.3913
9 C 4.4758 -0.4345 5.4488
10 C 4.2150 -1.2615 6.5537
11 C 3.0325 -2.0147 6.5931
12 C 2.1398 -1.9737 5.5163
13 N 0.4171 -2.7184 1.4939
14 C -0.8299 -2.1734 1.5213
15 C -1.6755 -2.2096 0.4264
16 C -3.0528 -1.9188 0.5989
17 C -3.9672 -2.0480 -0.5540
18 C -5.4085 -1.9309 -0.4694
19 C -6.1577 -1.9589 -1.6517
20 C -5.5753 -2.2617 -2.9093
21 N -6.3862 -2.6488 -4.0272
22 O -5.8338 -3.1962 -5.0083
23 O -7.6286 -2.4892 -3.9922
24 C -4.1690 -2.4435 -2.9764
25 C -3.4026 -2.2485 -1.8422
26 C 1.0254 -3.3885 0.3077
27 C 1.1926 -2.4842 -0.9385
28 C 0.2561 -4.6584 -0.1197
29 H 4.2317 -4.4988 0.6960
30 H 2.9787 -5.3915 -0.2390
31 H 3.5590 -3.8051 -0.8247
32 H 0.8101 -3.2708 3.4612
33 H 1.9945 -0.6615 2.3707
34 H 0.5720 -0.8034 3.4269
35 H 3.7207 0.3012 3.5422
36 H 5.3999 0.1512 5.4009
37 H 4.9285 -1.3069 7.3834
38 H 2.8178 -2.6509 7.4538
39 H 1.2111 -2.5430 5.5426
40 H -1.1649 -1.7403 2.4911
41 H -1.2478 -2.5379 -0.5537
42 H -3.3661 -2.1965 1.6791
43 H -5.9549 -1.8165 0.4847
44 H -7.2411 -1.7823 -1.6556
45 H -3.7507 -2.7065 -3.9359
46 H -2.3171 -2.2830 -1.9966
47 H 1.8797 -1.6500 -0.7373
48 H 1.5801 -3.0939 -1.7688
49 H 0.2559 -2.0283 -1.2863
50 H 0.3911 -5.4405 0.6383
51 H -0.8238 -4.4832 -0.2272
52 H 0.6551 -5.0014 -1.0870
53 C -6.8350 2.4351 4.2878
54 N -6.2723 2.5701 2.9770
55 C -6.6889 3.7604 2.2950
56 C -5.4496 1.6428 2.4147
57 C -4.9879 1.7790 1.0856
58 C -4.2849 0.7232 0.4966
59 N -3.8764 -0.3427 1.2196
60 C -4.2759 -0.4536 2.5219
61 C -5.0806 0.4842 3.1418
62 H -6.6345 1.4704 4.7383
63 H -6.4614 3.1994 4.9841
64 H -7.9309 2.5390 4.3031
65 H -5.9617 4.0783 1.5460
66 H -7.6629 3.6532 1.7858
67 H -6.8203 4.5976 2.9965
68 H -5.2347 2.6700 0.4946
69 H -4.1036 0.7770 -0.5922
70 H -3.9923 -1.3190 3.1555
71 H -5.4456 0.3102 4.1692

Its HOMO-LUMO gap is 7.04 eV. Its highest occupied orbital energy is -10.915 eV. Its charge is +1. The electronic energy is -44207.135 eV.

Atom charges from the Mulliken analysis, given in e for atoms 1 to 6:
1. C -0.964
2. N 0.227
3. C 0.214
4. O -0.689
5. C 0.104
6. C -0.514